(1)
Here is a cluster of 6 separate species, C25H61F5N5O8S in total from the Open Molecules 2025 dataset. Energies are from ωB97M-V with the def2-TZVPD basis set.

Its multiplicity is 1. As for the charge: -1.

Geometry as XYZ:
```
105
Properties=species:S:1:pos:R:3:forces:R:3:lowdin_charge:R:1
O -2.6946 4.5604 0.5968 -0.2 -0.1 0.0 -0.393
S -1.9922 4.1262 -0.6043 0.0 -0.6 -0.2 0.389
O -1.7292 5.1922 -1.5640 -0.1 -0.1 0.0 -0.381
O -2.5228 2.8856 -1.2126 0.2 0.8 0.3 -0.401
C -0.3819 3.5827 0.0142 0.4 0.0 -0.3 -0.231
C 0.7211 3.5666 -1.0562 -0.1 0.0 0.2 -0.192
C 2.0463 4.2303 -0.6605 -0.2 -0.2 -0.3 -0.083
C 2.0296 5.7281 -0.3974 0.1 -0.2 0.3 -0.429
F 3.1850 6.2721 -0.9067 0.1 0.0 0.0 0.079
F 1.0076 6.3472 -1.0015 -0.1 0.1 -0.2 0.146
C 2.0028 6.1660 1.1025 0.0 -0.1 -0.3 -0.572
F 2.6199 5.2734 1.8839 0.3 -0.3 0.2 0.147
F 2.6270 7.3313 1.2712 0.1 0.4 0.0 0.160
F 0.7704 6.2975 1.5448 -0.6 0.1 0.1 0.189
H -0.0838 4.1690 0.8798 -0.3 0.2 0.0 0.082
H -0.5781 2.5680 0.3281 0.1 -0.2 0.3 0.056
H 0.3450 4.0164 -1.9733 0.0 0.1 0.0 0.105
H 0.9755 2.5284 -1.2740 0.0 0.0 -0.2 0.101
H 2.7336 4.1108 -1.4994 0.1 0.0 0.0 0.123
H 2.4901 3.7033 0.1807 0.0 0.1 0.1 0.119
C -0.2785 -2.9083 -0.2493 0.0 -0.1 0.0 -0.071
C 0.7244 -1.8082 -0.5799 -0.1 0.0 0.0 -0.435
C 0.6492 -0.5950 0.3577 0.0 0.0 0.0 -0.208
O -0.4278 0.2686 0.0968 0.1 -0.1 0.0 -0.201
C -1.6696 -0.0571 0.6920 -0.1 0.2 0.0 -0.083
N 0.5768 -1.4262 -1.9853 0.1 0.1 0.0 0.052
H -1.2898 -2.6302 -0.5450 0.0 0.1 0.0 0.065
H -0.0225 -3.8221 -0.7872 0.0 0.0 0.0 0.070
H -0.2839 -3.1308 0.8201 0.0 0.0 0.0 0.074
H 1.7278 -2.2329 -0.4578 0.0 0.0 0.0 0.121
H 1.5502 0.0069 0.1979 0.0 0.0 0.0 0.120
H 0.6491 -0.9072 1.4126 0.0 -0.1 0.0 0.120
H -1.5366 -0.4966 1.6858 0.0 0.0 0.0 0.077
H -2.2506 -0.7367 0.0622 0.0 -0.1 0.1 0.083
H -2.2296 0.8723 0.7865 0.0 0.0 0.0 0.086
H 1.3160 -0.7724 -2.2320 0.1 -0.1 -0.1 0.054
H -0.2818 -0.8861 -2.0678 0.0 0.0 0.0 0.077
C 4.9101 -2.8149 -5.3481 0.0 0.0 0.0 -0.067
C 3.9658 -1.6216 -5.4539 0.0 -0.1 0.0 -0.431
C 4.1514 -0.5800 -4.3431 -0.1 0.1 -0.1 -0.201
O 3.6029 -0.9682 -3.1012 0.1 0.0 0.2 -0.207
C 4.4301 -1.7620 -2.2755 -0.1 0.0 0.0 -0.101
N 2.5858 -2.1085 -5.5333 0.0 0.1 0.1 0.050
H 4.6139 -3.4944 -4.5486 0.0 0.0 0.0 0.065
H 4.8969 -3.3854 -6.2776 0.0 0.0 0.0 0.063
H 5.9370 -2.4933 -5.1625 0.0 0.0 0.0 0.078
H 4.1886 -1.1120 -6.3968 0.0 0.1 0.0 0.134
H 3.6087 0.3237 -4.6320 0.0 0.0 0.0 0.125
H 5.2078 -0.3031 -4.2246 0.0 -0.1 0.0 0.119
H 5.4807 -1.4679 -2.3639 0.0 0.0 0.0 0.089
H 4.3311 -2.8266 -2.5027 0.1 0.0 0.0 0.078
H 4.1091 -1.6050 -1.2457 0.0 0.0 0.0 0.081
H 1.9614 -1.3294 -5.7212 0.0 0.0 -0.1 0.076
H 2.3104 -2.4290 -4.6071 0.0 0.0 0.0 0.069
C 3.0795 -5.0917 -9.7278 0.0 0.0 -0.1 -0.068
C 3.5892 -6.4920 -9.4049 0.0 0.1 0.0 -0.437
C 2.7262 -7.2468 -8.3831 0.0 -0.1 0.0 -0.218
O 2.9014 -6.8266 -7.0476 -0.1 0.0 0.0 -0.193
C 2.1243 -5.7037 -6.6584 0.1 0.0 0.1 -0.099
N 4.9944 -6.4082 -8.9974 0.0 -0.1 0.1 0.036
H 3.2773 -4.3919 -8.9158 0.0 0.0 0.0 0.063
H 3.5814 -4.7074 -10.6157 0.0 0.0 0.0 0.074
H 2.0046 -5.0965 -9.9187 0.0 0.0 0.0 0.079
H 3.5528 -7.0768 -10.3299 0.0 0.0 0.0 0.131
H 3.0209 -8.3005 -8.4005 0.0 0.0 0.0 0.119
H 1.6642 -7.1997 -8.6598 0.0 0.0 0.0 0.118
H 1.1362 -5.7217 -7.1274 0.0 0.0 0.0 0.090
H 2.6223 -4.7616 -6.8925 -0.1 0.0 0.0 0.054
H 1.9975 -5.7528 -5.5776 0.0 0.0 0.0 0.087
H 5.3703 -7.3452 -8.8855 0.0 0.0 -0.1 0.069
H 5.0220 -6.0070 -8.0635 0.0 0.0 0.0 0.065
C -6.1753 0.0905 5.3935 -0.1 0.0 0.0 -0.072
C -5.8099 0.9939 4.2194 0.0 -0.1 0.2 -0.428
C -4.9894 0.2911 3.1304 0.0 0.1 -0.2 -0.198
O -3.6279 0.0985 3.4587 0.0 -0.1 0.1 -0.194
C -3.3298 -1.0484 4.2253 0.1 0.1 -0.1 -0.109
N -5.1495 2.1962 4.7333 0.2 -0.1 -0.1 0.044
H -5.3171 -0.0968 6.0400 0.0 0.0 0.0 0.056
H -6.9430 0.5650 6.0053 0.0 0.0 0.0 0.072
H -6.5601 -0.8717 5.0489 0.0 0.0 0.0 0.075
H -6.7446 1.3108 3.7471 0.0 0.0 -0.1 0.135
H -4.9834 0.9276 2.2423 0.1 0.0 0.0 0.131
H -5.4500 -0.6650 2.8459 0.0 0.0 0.1 0.119
H -3.9829 -1.8866 3.9607 0.0 0.0 0.0 0.090
H -3.4069 -0.8552 5.2990 -0.1 -0.1 0.0 0.073
H -2.2983 -1.3274 4.0072 0.0 0.0 0.0 0.080
H -5.0080 2.8579 3.9740 -0.1 0.0 0.0 0.089
H -4.2064 1.9221 5.0016 0.0 0.0 -0.1 0.063
C -3.6396 4.7734 9.4956 -0.1 0.0 0.1 -0.074
C -3.9338 3.6808 8.4724 0.1 0.1 0.0 -0.435
C -3.3184 2.3195 8.8268 -0.1 -0.1 -0.1 -0.209
O -1.9274 2.2140 8.5906 0.0 0.0 0.1 -0.187
C -1.0954 2.6982 9.6239 0.0 0.0 -0.1 -0.113
N -3.5488 4.1514 7.1428 0.1 -0.3 0.1 0.055
H -2.6124 5.1309 9.4197 0.0 0.0 0.0 0.063
H -4.2912 5.6294 9.3223 0.0 0.0 0.0 0.074
H -3.8054 4.4187 10.5158 0.0 0.0 0.0 0.074
H -5.0174 3.5270 8.4582 0.0 -0.1 0.0 0.135
H -3.7795 1.5633 8.1855 0.0 0.0 0.0 0.115
H -3.5430 2.0476 9.8680 0.0 0.0 0.0 0.116
H -1.5282 2.4987 10.6097 0.0 0.0 0.0 0.087
H -0.9044 3.7697 9.5255 0.0 0.0 0.1 0.075
H -0.1423 2.1748 9.5482 0.0 0.0 0.0 0.085
H -3.8474 3.4646 6.4559 -0.2 0.2 -0.1 0.037
H -2.5332 4.1492 7.0910 0.0 0.1 0.0 0.074
```
Forces are in eV/Å.

(2)
Here is a structure of composition C29H29BeCl3N3O6SSi from the Open Molecules 2025 dataset. Energies are from ωB97M-V with the def2-TZVPD basis set.

Its multiplicity is 1. As for the charge: -1.

Geometry as XYZ:
```
73
Properties=species:S:1:pos:R:3:forces:R:3:lowdin_charge:R:1
Be 0.2096 2.9769 -0.8749 -0.1 0.0 0.0 0.042
Cl 5.8182 7.1327 -1.3254 -0.1 0.0 0.0 0.615
C 4.2702 6.3151 -1.3067 0.0 0.1 0.0 -0.679
C 4.2215 4.9407 -1.4431 0.0 0.0 0.0 -0.139
C 2.9896 4.3173 -1.4276 0.2 -0.2 0.1 -0.549
Cl 2.8894 2.5941 -1.6038 0.1 0.0 -0.1 0.733
C 1.7747 5.0009 -1.2777 -0.4 0.0 -0.1 -0.421
O 0.6188 4.4046 -1.3205 0.1 0.1 0.1 -0.100
C 1.8894 6.3953 -1.1467 0.0 0.1 0.0 -0.576
Cl 0.4356 7.3312 -0.9737 0.1 -0.1 0.0 0.687
C 3.1072 7.0511 -1.1587 0.1 0.0 0.0 -0.147
H 5.1242 4.3582 -1.5570 0.0 0.0 0.0 0.103
H 3.1418 8.1260 -1.0558 0.0 0.0 0.0 0.099
C 1.5829 -0.4921 3.3391 0.1 -0.1 0.1 -0.178
Si 0.6928 1.1417 3.4814 0.1 0.0 0.0 0.377
C -0.9859 0.8472 4.2333 -0.2 0.0 0.1 -0.188
C 1.6724 2.2693 4.5950 0.1 0.1 0.1 -0.194
C 0.5150 1.8829 1.8464 -0.1 0.1 -0.3 -0.196
C 0.3918 2.3653 0.7320 0.0 0.0 0.0 -0.046
H 1.7021 -0.9625 4.3189 0.0 0.0 0.0 0.038
H 2.5716 -0.3493 2.8990 0.0 0.0 0.0 0.047
H 1.0284 -1.1771 2.6950 0.4 0.4 0.6 -0.035
H -0.8961 0.4524 5.2488 0.0 0.0 0.0 0.025
H -1.5567 0.1342 3.6350 0.0 0.0 0.0 0.021
H -1.5560 1.7769 4.2720 0.0 0.0 0.0 0.030
H 1.7508 1.8555 5.6037 0.0 0.0 0.0 0.024
H 1.1996 3.2506 4.6591 0.0 0.0 0.0 0.029
H 2.6800 2.4113 4.2001 0.0 0.0 0.0 0.029
O -1.2162 0.5379 -3.1674 0.1 -0.3 -0.1 0.057
C -1.5261 1.3947 -2.3572 0.1 0.2 0.3 -0.526
O -0.7438 2.2575 -1.8308 0.0 -0.1 -0.3 -0.002
C -2.9678 1.5053 -1.9046 0.0 0.0 0.1 -0.092
C -3.9599 0.8346 -2.6069 0.0 0.0 0.0 -0.005
C -5.2865 0.9148 -2.2061 -0.1 0.0 0.0 -0.061
C -5.6338 1.6505 -1.0841 0.0 -0.1 -0.1 -0.012
C -4.6247 2.2968 -0.3964 0.0 0.1 0.2 -0.132
C -3.2999 2.2514 -0.7805 0.0 -0.1 -0.1 0.078
N -4.9854 3.0748 0.8124 0.0 -0.1 -0.3 -0.356
O -6.1631 3.1256 1.1133 -0.2 0.0 0.1 0.055
O -4.0940 3.6144 1.4248 0.1 0.1 0.1 0.090
H -3.6619 0.2510 -3.4686 0.0 0.0 0.0 0.119
H -6.0556 0.3978 -2.7649 0.0 0.0 0.0 0.102
H -6.6539 1.7310 -0.7400 0.0 0.0 0.0 0.113
H -2.5421 2.7722 -0.2153 0.0 0.0 0.0 0.122
C -0.3778 -4.5031 1.5488 0.0 0.0 0.0 -0.096
C 0.5130 -3.2760 1.7009 0.0 -0.1 0.0 -0.235
C -0.0150 -2.0553 0.9622 -0.1 0.0 -0.4 -0.221
N -0.0877 -2.2700 -0.4734 -0.1 -0.1 0.1 0.031
C 0.6922 -1.6659 -1.3751 -0.1 0.0 -0.3 -0.840
S 1.8306 -0.5325 -1.0429 0.1 0.0 0.0 0.709
N 0.4167 -2.0673 -2.7106 -0.1 0.2 0.0 0.107
C 0.2579 -3.3345 -3.2033 0.1 0.1 0.0 -0.438
O -0.2094 -3.5315 -4.3087 -0.1 0.0 0.0 0.076
C 0.7464 -4.4859 -2.3695 -0.1 0.0 0.0 -0.157
C 1.9264 -4.4250 -1.6371 0.0 0.0 0.0 -0.032
C 2.3581 -5.5394 -0.9329 0.0 0.0 0.0 -0.078
C 1.6080 -6.7087 -0.9474 0.0 0.0 0.0 -0.094
C 0.4325 -6.7702 -1.6842 0.0 0.0 0.0 -0.086
C 0.0084 -5.6632 -2.4050 0.1 -0.1 0.0 -0.029
H -0.0730 -5.3055 2.2217 0.0 0.0 0.0 0.071
H -0.3315 -4.9048 0.5348 0.0 0.0 0.0 0.048
H -1.4215 -4.2640 1.7723 0.0 0.0 0.0 0.076
H 1.5136 -3.4981 1.3208 0.0 0.0 0.0 0.112
H 0.6261 -3.0126 2.7559 -0.1 -0.2 -0.1 0.095
H 0.6285 -1.1906 1.1198 -0.2 -0.1 -0.4 0.037
H -1.0190 -1.7924 1.3083 0.0 0.0 0.1 0.134
H -0.7866 -2.9048 -0.8235 -0.1 0.0 0.0 0.145
H 0.2002 -1.3026 -3.3538 0.1 -0.1 0.2 0.134
H 2.5089 -3.5109 -1.6212 0.0 0.0 0.0 0.107
H 3.2807 -5.4926 -0.3692 0.0 0.0 0.0 0.105
H 1.9418 -7.5727 -0.3874 0.0 0.0 0.0 0.100
H -0.1496 -7.6824 -1.7041 0.0 0.0 0.0 0.100
H -0.8873 -5.6982 -3.0108 0.0 0.0 0.0 0.118
```
Forces are in eV/Å.

(3)
Here is a cluster of 2 separate species, C11H18 in total at a distorted geometry from the Open Molecules 2025 dataset. Energies are from ωB97M-V with the def2-TZVPD basis set.

The SMILES is Cc1ccccc1.CC(C)C. Its multiplicity is 1. The calculation puts the energy above the lowest of the compared OMol25 structures with the same formula, charge and spin at 130.7 kJ/mol. As for the charge: 0.

Geometry as XYZ:
```
29
Properties=species:S:1:pos:R:3:forces:R:3:nbo_charge:R:1
C -1.8436 3.2280 0.7469 0.4 -1.3 -0.6 -0.640
C -1.5554 1.8330 1.2389 1.5 -0.8 0.3 -0.009
C -1.2872 1.5960 2.5910 -0.3 1.0 0.0 -0.212
C -0.8395 0.3963 3.1025 -0.6 0.0 -0.4 -0.214
C -0.6538 -0.6761 2.2285 0.7 0.8 0.0 -0.214
C -0.6154 -0.3812 0.8607 -0.5 -0.2 0.6 -0.213
C -1.1447 0.8170 0.3759 0.7 0.3 -0.3 -0.217
H -1.8685 3.2132 -0.3517 -0.8 0.0 0.3 0.214
H -0.9486 3.8339 0.9044 -0.5 0.4 0.8 0.226
H -2.7811 3.4823 1.2360 0.2 1.0 -0.3 0.229
H -1.3312 2.4531 3.2563 -0.2 -0.1 0.1 0.199
H -0.6006 0.4147 4.1532 -0.1 -0.6 0.2 0.215
H -0.3532 -1.6553 2.5794 0.2 0.1 0.0 0.211
H -0.0572 -1.0902 0.2676 -0.6 0.0 -0.5 0.220
H -1.0337 1.1169 -0.6675 -0.2 -0.5 0.0 0.202
C 0.6191 -2.3325 -1.7224 -1.1 0.1 -0.8 -0.633
C 1.8134 -1.4008 -1.9433 -0.6 0.7 -2.0 -0.228
C 2.9062 -2.2324 -2.6509 1.5 0.8 2.9 -0.612
C 1.4268 -0.1911 -2.8252 -0.3 -0.6 -0.5 -0.596
H 0.5126 -3.0095 -2.5715 0.7 -0.5 0.0 0.210
H -0.3755 -1.8875 -1.8562 0.2 0.7 0.7 0.215
H 0.5783 -2.9150 -0.8132 0.3 -0.2 0.3 0.215
H 2.1872 -0.8658 -1.0756 0.2 -0.8 0.7 0.204
H 2.5894 -2.9671 -3.3640 -0.3 0.0 -0.4 0.211
H 3.7518 -1.6131 -2.9842 -0.5 -0.1 -0.4 0.207
H 3.3523 -2.7315 -1.7630 0.0 -0.6 -0.8 0.208
H 1.2038 -0.5180 -3.8531 -0.2 0.1 0.3 0.197
H 0.5737 0.3337 -2.4009 -0.2 0.0 -0.1 0.199
H 2.2332 0.5284 -2.9137 0.3 0.0 0.1 0.204
```
Forces are in eV/Å.

(4)
Here is a structure of composition C6H13NO at a distorted geometry from the Open Molecules 2025 dataset. Energies are from ωB97M-V with the def2-TZVPD basis set.

Its multiplicity is 1. The calculation puts the energy above the lowest of the compared OMol25 structures with the same formula, charge and spin at 699.4 kJ/mol. As for the charge: 0.

Geometry as XYZ:
```
21
Properties=species:S:1:pos:R:3:forces:R:3:nbo_charge:R:1
C 0.3887 1.0676 0.4170 -0.7 -1.6 -0.4 -0.020
C -1.8516 -0.2238 -0.0360 0.0 -0.2 -0.2 -0.452
C 1.7711 0.6449 0.8775 0.0 -0.3 0.0 -0.647
C 0.4450 2.2247 -0.5634 -0.2 -0.2 -0.6 -0.671
N -0.4141 -0.3968 -0.2229 2.1 5.9 1.0 -0.151
O -0.0440 -0.4550 -1.5989 -0.5 -0.1 0.8 -0.555
H -0.2688 0.4197 -1.9586 0.0 -0.3 -0.1 0.451
H -0.2102 1.3641 1.2827 -0.2 -0.4 -0.2 0.195
H -2.3903 -0.9012 -0.7015 0.1 0.0 0.1 0.235
H -2.0986 -0.4642 1.0007 0.1 -0.1 -0.1 0.224
H -2.1706 0.8020 -0.2263 -0.1 0.1 -0.2 0.182
H 0.9155 3.1148 -0.1240 -0.1 -0.4 0.2 0.242
H 2.3507 1.4992 1.2515 -0.3 0.0 -0.1 0.220
H 1.7049 -0.0663 1.7073 0.1 0.0 -0.2 0.224
H 2.3402 0.2007 0.0532 -0.1 0.0 0.1 0.228
H 1.0503 1.9785 -1.4465 -0.1 0.0 0.2 0.216
H -0.5456 2.5369 -0.9063 0.0 0.0 0.0 0.213
C -0.0981 -2.8273 0.0927 1.7 1.3 2.2 -0.367
C -0.4174 -3.9775 0.2870 -0.2 -0.4 -0.3 -0.335
H -0.6947 -5.0041 0.3725 0.0 0.1 -0.1 0.217
H 0.2374 -1.5369 0.4423 -1.7 -3.4 -2.3 0.354
```
Forces are in eV/Å.

HOMO energy values (in eV) by entry order: -5.043; -5.612; -8.916; -8.829.